*P*
C32H35I2KN4O5 | the ωB97M-V functional and the def2-TZVPD basis

Geometry as XYZ:
```
79
C32H35I2KN4O5, DFT the ωB97M-V functional and the def2-TZVPD basis
K 0.342 -0.165 -1.260
I -3.352 -3.655 3.982
C -3.417 -2.025 2.664
C -3.915 -2.198 1.383
C -4.061 -1.092 0.568
I -4.865 -1.335 -1.348
C -3.715 0.237 0.961
O -3.889 1.264 0.236
C -3.166 0.340 2.286
C -2.800 1.728 2.748
N -1.733 2.404 2.010
C -0.451 1.744 2.112
C 0.702 2.642 1.733
C 1.945 2.488 2.347
C 3.006 3.273 1.938
C 2.803 4.191 0.918
C 1.536 4.270 0.365
N 0.506 3.525 0.754
C -3.029 -0.762 3.103
H -4.190 -3.180 1.022
H -2.517 1.697 3.807
H -3.682 2.366 2.657
H -2.018 2.489 1.040
H -0.337 0.841 1.494
H -0.314 1.409 3.145
H 2.069 1.741 3.121
H 3.983 3.157 2.392
H 3.605 4.813 0.543
H 1.337 4.970 -0.442
H -2.631 -0.634 4.105
N -1.919 1.482 -1.823
C -2.039 2.752 -2.531
C -0.683 3.387 -2.828
C 0.188 2.555 -3.760
C 1.509 3.229 -4.135
N 2.457 3.416 -3.039
H -1.971 0.683 -2.447
H -2.698 1.389 -1.166
H -2.610 3.429 -1.891
H -2.605 2.657 -3.470
H -0.173 3.539 -1.870
H -0.844 4.377 -3.276
H -0.376 2.320 -4.672
H 0.435 1.607 -3.280
H 1.298 4.207 -4.586
H 2.008 2.633 -4.903
H 2.005 3.919 -2.283
H 2.707 2.507 -2.646
C 0.265 -3.639 1.923
C -0.441 -2.886 0.800
O -0.246 -1.675 0.745
C -1.276 -3.637 -0.135
C -1.676 -4.938 0.230
C -2.492 -5.724 -0.547
C -2.940 -5.201 -1.777
C -2.568 -3.955 -2.187
C -1.712 -3.088 -1.406
O -1.408 -1.955 -1.859
H 0.947 -2.940 2.403
H 0.825 -4.492 1.536
H -0.450 -4.005 2.661
H -1.350 -5.331 1.185
H -2.795 -6.709 -0.214
H -3.594 -5.797 -2.407
H -2.917 -3.542 -3.126
O 3.150 -1.239 -2.506
C 3.272 -0.420 -1.582
O 2.871 0.777 -1.553
C 3.917 -0.930 -0.287
C 4.212 -2.279 -0.134
C 4.760 -2.750 1.051
C 5.025 -1.871 2.094
C 4.735 -0.520 1.945
C 4.181 -0.055 0.760
H 3.988 -2.941 -0.961
H 4.973 -3.807 1.168
H 5.445 -2.239 3.023
H 4.933 0.169 2.759
H 3.928 0.986 0.620
```

LUMO energy: 3.7 eV
total charge: -2
Kohn-Sham gap: 5.68 eV

***

*Q*
C32H35I2KN4O5 | the ωB97M-V functional and the def2-TZVPD basis

Geometry as XYZ:
```
79
C32H35I2KN4O5, DFT the ωB97M-V functional and the def2-TZVPD basis
K 0.418 -1.479 0.927
I -4.058 5.704 -4.606
C -3.395 3.913 -3.666
C -3.197 2.773 -4.426
C -2.814 1.626 -3.769
I -2.575 -0.184 -4.842
C -2.613 1.506 -2.355
O -2.263 0.433 -1.803
C -2.886 2.726 -1.633
C -2.842 2.676 -0.120
N -1.619 2.162 0.460
C -0.478 3.056 0.458
C 0.191 3.114 1.824
C 1.550 3.381 1.953
C 2.120 3.402 3.214
C 1.318 3.158 4.315
C -0.028 2.932 4.090
N -0.588 2.925 2.887
C -3.251 3.883 -2.283
H -3.347 2.779 -5.496
H -3.650 2.016 0.222
H -3.028 3.676 0.288
H -1.430 1.253 0.025
H -0.823 4.072 0.227
H 0.276 2.790 -0.295
H 2.165 3.529 1.075
H 3.182 3.572 3.336
H 1.730 3.102 5.311
H -0.702 2.737 4.919
H -3.451 4.779 -1.705
N -1.911 -0.287 2.271
C -3.144 -0.869 2.770
C -3.723 -1.813 1.710
C -4.172 -1.039 0.471
C -4.187 -1.912 -0.781
N -2.833 -2.375 -1.067
H -1.097 -0.797 2.588
H -1.781 0.687 2.516
H -3.868 -0.069 2.961
H -2.998 -1.428 3.708
H -4.556 -2.396 2.119
H -2.931 -2.499 1.404
H -3.459 -0.234 0.293
H -5.167 -0.606 0.624
H -4.616 -1.328 -1.610
H -4.825 -2.791 -0.615
H -2.259 -1.558 -1.272
H -2.826 -2.957 -1.895
C 0.804 -2.530 -3.509
C 1.120 -2.493 -2.018
O 0.470 -1.742 -1.301
C 2.177 -3.360 -1.523
C 3.217 -3.761 -2.372
C 4.267 -4.536 -1.939
C 4.285 -4.953 -0.597
C 3.273 -4.615 0.255
C 2.145 -3.814 -0.144
O 1.191 -3.596 0.644
H -0.120 -1.981 -3.679
H 0.696 -3.558 -3.854
H 1.604 -2.053 -4.077
H 3.219 -3.420 -3.401
H 5.073 -4.806 -2.610
H 5.112 -5.562 -0.244
H 3.288 -4.940 1.289
O 3.046 -0.420 3.975
C 2.481 -0.278 2.879
O 1.253 -0.353 2.637
C 3.383 0.060 1.678
C 4.759 0.137 1.857
C 5.590 0.473 0.799
C 5.048 0.737 -0.452
C 3.674 0.664 -0.639
C 2.850 0.333 0.425
H 5.148 -0.070 2.845
H 6.664 0.528 0.941
H 5.695 0.997 -1.282
H 3.247 0.870 -1.613
H 1.776 0.301 0.302
```

LUMO energy: 3.5 eV
total charge: -2
Kohn-Sham gap: 5.90 eV

***

Most stable pick: *P*. Distance to second place: 35.5 kcal/mol.

***

*P*
C3H2FNOS | the ωB97M-V functional and the def2-TZVPD basis

Geometry as XYZ:
```
9
C3H2FNOS, DFT the ωB97M-V functional and the def2-TZVPD basis
C 1.117 -0.655 -0.081
C 0.940 0.637 0.155
C -1.075 -0.655 0.137
N -0.090 -1.423 0.014
O -1.448 1.806 -0.550
F -2.439 -1.070 -0.089
S -0.825 1.026 0.551
H 2.065 -1.245 -0.214
H 1.754 1.578 0.076
```

LUMO energy: -0.9 eV
total charge: 0
Kohn-Sham gap: 9.24 eV

***

*Q*
C3H2FNOS | the ωB97M-V functional and the def2-TZVPD basis

Geometry as XYZ:
```
9
C3H2FNOS, DFT the ωB97M-V functional and the def2-TZVPD basis
C 0.445 -1.853 -0.911
C -1.931 0.737 2.015
C 0.387 -0.663 -0.901
N -2.333 -0.111 1.374
O 1.290 1.523 -2.218
F 2.316 0.834 -0.274
S 0.880 0.980 -0.937
H 0.418 -2.851 -0.854
H -1.472 1.405 2.707
```

LUMO energy: 0.0 eV
total charge: 0
Kohn-Sham gap: 10.35 eV

***

Most stable pick: *P*. Distance to second place: 24.8 kcal/mol.

***

*P*
C4H9FO | the ωB97M-V functional and the def2-TZVPD basis

Geometry as XYZ:
```
15
C4H9FO, DFT the ωB97M-V functional and the def2-TZVPD basis
C -0.638 0.762 1.834
C -0.722 0.468 0.400
C 0.553 -0.150 -0.179
C 0.444 -0.358 -1.678
H -0.027 1.620 2.028
H -0.288 -0.104 2.403
H -1.649 1.099 2.198
H -1.444 -0.298 0.263
H -1.017 1.284 -0.166
H 1.388 0.494 0.051
H -0.681 -0.630 -1.705
H 0.580 0.580 -2.181
H 1.427 -1.980 -1.456
O 1.273 -1.413 -2.241
F 0.801 -1.374 0.428
```

LUMO energy: 1.0 eV
total charge: 0
Kohn-Sham gap: 11.36 eV
SMILES: CC[C@@H](F)CO

***

*Q*
C4H9FO | the ωB97M-V functional and the def2-TZVPD basis

Geometry as XYZ:
```
15
C4H9FO, DFT the ωB97M-V functional and the def2-TZVPD basis
C -0.112 0.071 -1.394
C -0.295 1.556 0.865
C 1.699 0.291 0.114
C 0.451 0.683 -0.151
O -1.722 -2.327 0.901
F -0.607 -2.974 1.354
H 0.434 0.326 -2.312
H -0.014 -0.978 -1.255
H -1.224 0.264 -1.648
H 0.001 1.030 1.786
H -1.347 1.220 0.718
H -0.151 2.684 0.694
H 2.133 -0.492 -0.514
H 2.284 0.777 0.823
H -1.531 -2.131 0.019
```

LUMO energy: 0.8 eV
total charge: 0
Kohn-Sham gap: 10.01 eV
SMILES: C=C(C)C.OF

***

Most stable pick: *P*. Distance to second place: 106.0 kcal/mol.

***

*P*
C3H3Br3O | the ωB97M-V functional and the def2-TZVPD basis

Geometry as XYZ:
```
10
C3H3Br3O, DFT the ωB97M-V functional and the def2-TZVPD basis
C -1.116 0.921 -0.989
C 0.622 0.267 -0.207
C 0.598 -0.305 0.939
O 1.643 -1.029 1.531
Br -1.033 2.748 -1.184
Br 2.120 0.657 -1.287
Br -3.010 -2.695 -0.761
H -1.994 0.391 -0.901
H -0.312 -0.355 1.603
H 2.482 -0.600 1.256
```

LUMO energy (spin up / spin down): -0.5 / -3.9 eV
total charge: 0
Kohn-Sham gap (spin up / spin down): 8.94 / 4.76 eV

***

*Q*
C3H3Br3O | the ωB97M-V functional and the def2-TZVPD basis

Geometry as XYZ:
```
10
C3H3Br3O, DFT the ωB97M-V functional and the def2-TZVPD basis
C 1.089 0.684 -0.808
C 0.064 -0.072 -1.485
C -0.612 -0.442 1.791
O 0.720 1.738 -0.235
Br 0.376 -1.731 -2.282
Br -2.436 -0.922 1.464
Br -0.189 1.298 2.001
H 2.060 0.293 -0.809
H -0.877 0.386 -1.886
H -0.196 -1.233 2.249
```

LUMO energy (spin up / spin down): -0.7 / -1.6 eV
total charge: 0
Kohn-Sham gap (spin up / spin down): 8.33 / 6.64 eV

***

Most stable pick: *Q*. Distance to second place: 32.9 kcal/mol.

***

*P*
C3H4N3 | the ωB97M-V functional and the def2-TZVPD basis

Geometry as XYZ:
```
10
C3H4N3, DFT the ωB97M-V functional and the def2-TZVPD basis
C 0.034 -0.597 1.383
C 0.457 0.917 0.046
C 0.366 0.768 -1.340
N 0.905 0.376 1.177
N -0.860 -0.794 0.435
N -0.664 0.321 -0.419
H 0.229 -1.138 2.280
H 0.036 1.380 -2.156
H 1.151 0.111 -1.915
H -1.654 -1.344 0.507
```

LUMO energy: -5.8 eV
total charge: +1
Kohn-Sham gap: 10.81 eV
SMILES: c1nc2[n+]([nH]1)C2

***

*Q*
C3H4N3 | the ωB97M-V functional and the def2-TZVPD basis

Geometry as XYZ:
```
10
C3H4N3, DFT the ωB97M-V functional and the def2-TZVPD basis
C -1.079 -2.553 1.011
C 0.096 -1.083 1.100
C -0.213 0.385 -0.396
N -1.835 -1.897 1.868
N -1.031 -0.930 1.961
N -0.009 -2.293 0.426
H 1.070 -0.725 1.410
H 0.150 -0.154 -1.258
H 0.416 1.169 0.001
H -1.278 0.552 -0.322
```

LUMO energy (spin up / spin down): -8.1 / -8.1 eV
total charge: +1
Kohn-Sham gap (spin up / spin down): 8.78 / 8.78 eV

***

Most stable pick: *P*. Distance to second place: 81.4 kcal/mol.

***

*P*
C4H14O4 | the ωB97M-V functional and the def2-TZVPD basis

Geometry as XYZ:
```
22
C4H14O4, DFT the ωB97M-V functional and the def2-TZVPD basis
C 2.076 0.838 -0.842
O 1.516 0.081 -1.935
C 1.285 0.861 0.478
C -0.276 1.052 0.262
C -0.838 2.001 1.374
O -0.806 -0.194 0.516
H 2.213 1.699 -1.289
H 3.097 0.578 -0.510
H 1.005 -0.751 -1.657
H 1.673 1.671 1.080
H 1.362 -0.215 0.882
H -0.510 1.344 -0.797
H -0.102 2.191 2.139
H -1.633 1.571 1.897
H -0.956 2.942 0.783
H -1.532 -0.429 -0.224
H -2.433 -2.351 1.616
H -2.492 -0.901 1.217
O -2.925 -1.742 1.004
H 0.317 -2.876 -1.158
H 0.153 -1.752 -0.043
O 0.509 -2.049 -1.030
```

LUMO energy: 0.4 eV
total charge: 0
Kohn-Sham gap: 9.75 eV
SMILES: C[C@H](O)CCO.O.O

***

*Q*
C4H14O4 | the ωB97M-V functional and the def2-TZVPD basis

Geometry as XYZ:
```
22
C4H14O4, DFT the ωB97M-V functional and the def2-TZVPD basis
O 0.904 -1.193 0.739
C 1.536 -0.184 0.533
C 1.467 0.450 -0.866
C 0.493 -0.391 -1.692
C 0.067 0.231 -3.025
H 2.261 0.253 1.237
H 1.157 1.493 -0.803
H 2.477 0.400 -1.284
H 1.015 -1.313 -1.950
H -0.433 -0.495 -1.138
H -0.872 -0.079 -3.443
H 0.800 0.238 -3.832
H -0.176 1.290 -2.842
H -2.394 -0.073 0.409
H -1.206 -0.317 1.301
O -1.483 0.215 0.539
H -1.013 2.010 0.765
H -0.522 3.507 0.474
O -0.489 2.763 1.074
H -1.486 -2.447 1.380
H -0.802 -1.590 2.416
O -1.534 -2.206 2.310
```

LUMO energy: 0.6 eV
total charge: 0
Kohn-Sham gap: 10.63 eV
SMILES: CCCC=O.O.O.O

***

Most stable pick: *Q*. Distance to second place: 43.4 kcal/mol.

***

*P*
C4H14O4 | the ωB97M-V functional and the def2-TZVPD basis

Geometry as XYZ:
```
22
C4H14O4, DFT the ωB97M-V functional and the def2-TZVPD basis
C 1.142 1.843 0.695
C -0.027 1.395 -0.198
C 0.138 0.618 -1.267
O 1.362 0.086 -1.623
C -0.925 0.121 -2.142
H 1.895 1.155 0.949
H 0.709 2.129 1.646
H 1.587 2.754 0.378
H -0.734 2.164 -0.151
H 2.144 0.452 -1.253
H -1.020 0.714 -3.034
H -1.952 0.254 -1.813
H -0.844 -0.973 -2.346
H -1.559 -0.196 0.316
H -1.682 -1.280 1.296
O -2.047 -1.009 0.508
H -0.164 -2.073 0.131
H 1.197 -1.561 -0.431
O 0.830 -2.347 0.151
H -0.316 -1.113 3.427
H 0.501 -1.922 2.313
O -0.235 -1.210 2.447
```

LUMO energy: 0.5 eV
total charge: 0
Kohn-Sham gap: 9.57 eV
SMILES: C/C=C(/C)O.O.O.O

***

*Q*
C4H14O4 | the ωB97M-V functional and the def2-TZVPD basis

Geometry as XYZ:
```
22
C4H14O4, DFT the ωB97M-V functional and the def2-TZVPD basis
C -1.145 1.675 -1.622
O 0.014 1.889 -2.440
C -0.914 1.160 -0.068
C -0.087 -0.071 0.160
C -0.733 -1.290 -0.657
O -1.386 -2.170 0.142
H -1.781 2.608 -1.654
H -1.641 0.964 -2.231
H 0.730 2.164 -1.812
H -1.968 1.008 0.262
H -0.551 1.946 0.549
H 0.060 -0.379 1.163
H 0.988 -0.066 -0.301
H -0.026 -1.976 -1.113
H -1.466 -1.019 -1.445
H -1.042 -2.549 0.967
H 0.338 0.585 3.409
H 0.083 -0.662 2.509
O -0.084 -0.352 3.422
H 3.754 -1.327 -0.411
H 3.704 -0.896 0.919
O 3.155 -1.243 0.254
```

LUMO energy: 0.4 eV
total charge: 0
Kohn-Sham gap: 10.15 eV
SMILES: OCCCCO.O.O

***

Most stable pick: *P*. Distance to second place: 27.5 kcal/mol.

***

*P*
C6H13NO | the ωB97M-V functional and the def2-TZVPD basis

Geometry as XYZ:
```
21
C6H13NO, DFT the ωB97M-V functional and the def2-TZVPD basis
C 0.527 -1.335 -1.206
N -0.608 0.050 1.250
C -0.500 0.585 -0.004
C 0.287 0.120 -1.029
C 1.032 1.104 -1.891
C -2.405 2.038 0.115
C -1.103 1.976 -0.074
H 0.141 -1.644 -2.182
H 0.116 -1.887 -0.362
H 1.601 -1.537 -1.267
H -1.270 0.580 1.804
H -0.621 -0.960 1.275
H 1.831 1.524 -1.267
H 1.628 0.565 -2.631
H 0.448 1.885 -2.360
H -2.971 2.959 -0.022
H -3.071 1.202 0.305
H -0.346 2.724 -0.272
H 2.095 -3.605 3.898
H 1.831 -2.922 2.616
O 1.357 -3.424 3.303
```

LUMO energy (spin up / spin down): -3.6 / -6.5 eV
expectation value of S²: 0.76
total charge: +1
Kohn-Sham gap (spin up / spin down): 10.02 / 7.79 eV
2S+1: 2

***

*Q*
C6H13NO | the ωB97M-V functional and the def2-TZVPD basis

Geometry as XYZ:
```
21
C6H13NO, DFT the ωB97M-V functional and the def2-TZVPD basis
C -2.956 0.484 1.290
C -1.586 0.004 0.686
N -0.921 0.860 -0.226
C 2.260 -1.371 -0.531
C 0.882 -0.821 -0.845
C 0.432 0.509 -0.048
C 1.224 1.653 -0.757
O -1.312 -1.266 1.250
H -3.792 -0.238 1.090
H -3.230 1.477 0.890
H -2.834 0.660 2.356
H -1.884 -1.128 0.209
H 2.502 -1.137 0.537
H 2.237 -2.512 -0.415
H 3.024 -0.994 -1.214
H 0.138 -1.561 -0.436
H 0.790 -0.647 -1.919
H 0.800 0.209 0.987
H 0.938 1.526 -1.751
H 0.933 2.642 -0.309
H 2.357 1.653 -0.842
```

LUMO energy (spin up / spin down): -6.1 / -8.6 eV
expectation value of S²: 0.76
total charge: +1
Kohn-Sham gap (spin up / spin down): 9.13 / 6.95 eV
2S+1: 2

***

Most stable pick: *P*. Distance to second place: 112.9 kcal/mol.